Entry 1:
This record from the OMol25 dataset describes a 2-piece molecular cluster, C4H12 overall at a distorted geometry. The level of theory is ωB97M-V/def2-TZVPD.

```
16
Properties=species:S:1:pos:R:3:forces:R:3:mulliken_charge:R:1
C -1.9105 -0.2473 -0.5884 -0.01 -0.49 -0.15 -0.56
C -1.4217 0.8539 -1.5222 -0.65 0.40 0.04 -0.87
C 1.3304 -0.9080 1.3750 0.02 0.24 -0.52 -0.68
C 1.9328 0.3475 0.7218 0.95 -0.49 0.71 -0.76
H 2.6248 0.0610 -0.0716 -0.47 0.03 -0.46 0.27
H -2.4073 0.0904 0.3179 0.20 0.29 0.10 0.29
H 1.1116 -0.7580 2.4297 0.04 -0.01 0.05 0.25
H -0.6604 0.4595 -2.1954 0.04 0.23 0.03 0.28
H -1.0494 1.7193 -0.9650 0.34 -0.27 -0.05 0.23
H -2.2336 1.2710 -2.1280 0.05 -0.21 -0.03 0.33
H 1.2445 1.1196 0.3894 -0.05 -0.06 0.08 0.20
H -2.6312 -0.9231 -1.0501 0.02 0.08 -0.32 0.32
H 2.6442 0.7384 1.4586 -0.33 0.50 -0.03 0.31
H 2.0702 -1.6942 1.2556 -0.03 -0.27 0.33 0.27
H -1.0616 -0.8754 -0.3276 -0.09 0.02 0.30 -0.03
H 0.4174 -1.2546 0.9003 -0.01 0.01 -0.07 0.15
```
Positions in Å, forces in eV/Å.

- energy above the lowest of the compared OMol25 structures with the same formula, charge and spin (kJ/mol) = 24.0
- LUMO level (eV) = 1.20
- SMILES = CC.CC
- orbital gap (eV) = 12.71
- charge = 0
- HOMO (Eh) = -0.4229
- E (eV) = -4342.2797

=====

Entry 2:
This record from the OMol25 dataset describes a 13-piece molecular cluster, C14H54N6O13 overall at a distorted geometry. The level of theory is ωB97M-V/def2-TZVPD.

```
87
Properties=species:S:1:pos:R:3:forces:R:3:mulliken_charge:R:1
O 21.5531 -3.5920 13.7351 -1.01 0.12 0.24 -0.54
O 17.6812 -9.3306 11.7462 -1.57 5.14 -4.42 -0.77
O 20.2702 -9.8847 11.1790 2.08 -0.55 -0.87 -0.46
O 19.7890 -4.9631 17.1714 -4.02 1.95 -2.75 -0.77
O 16.0578 -3.4636 11.4806 0.30 -0.95 0.56 -0.65
O 18.9356 -7.5104 14.3929 2.72 4.24 -4.83 -0.77
O 21.1478 -5.0836 11.0120 0.52 -2.04 -0.17 -0.54
O 14.5825 -8.9751 16.6866 -2.48 -2.04 -0.32 -0.65
O 18.8598 -3.4445 11.0994 0.61 -1.31 0.33 -0.35
O 16.8030 -1.6370 15.4523 0.07 -0.12 -0.02 -0.56
O 19.9514 -7.4706 8.3312 0.06 0.94 -0.76 -0.61
O 17.5645 -11.2556 13.4350 -0.43 0.28 0.54 -0.64
O 14.4640 -8.6166 13.9585 -3.04 -0.97 -0.48 -0.59
N 16.1325 -8.4664 10.2465 -6.46 -1.31 -1.70 -0.33
N 18.3179 -3.2501 16.8325 -0.40 5.82 1.99 -0.20
N 19.4580 -5.3652 13.5334 -0.39 2.11 1.21 0.43
N 17.9519 -7.3069 10.4901 0.29 2.14 -0.36 -0.05
N 17.9400 -5.1091 15.7819 -1.61 -2.64 -2.06 -0.30
N 20.0221 -7.0292 12.2638 1.24 -1.89 -1.69 0.13
C 16.0312 -4.6711 12.2782 -1.30 -0.70 -2.66 0.25
C 19.5083 -6.6716 13.4115 -3.31 -4.73 4.49 0.03
C 21.2082 -8.0043 8.6710 0.13 0.33 1.94 -0.33
C 15.4138 -7.6518 13.8143 -0.34 2.56 -0.79 -0.21
C 15.3728 -8.1930 17.4484 1.55 0.75 -1.10 -0.39
C 18.7072 -4.4410 16.5878 5.93 -3.13 4.11 0.41
C 20.6063 -11.2485 10.9129 1.28 0.21 -0.20 -0.88
C 17.3513 -10.6938 14.7129 0.52 0.66 1.46 -0.30
C 20.8402 -2.6537 14.5502 2.15 0.32 0.73 -0.09
C 17.2444 -8.3556 10.8861 2.97 -4.44 3.85 0.44
C 22.4801 -5.2599 11.4442 0.49 1.36 0.84 -1.01
C 18.9897 -2.0804 11.2545 -0.72 1.89 -0.51 -0.68
C 17.0645 -1.7917 14.0519 -2.91 1.03 0.48 -0.38
C 16.8177 -8.3554 17.0494 -0.20 4.10 0.32 -0.62
H 17.1286 -8.0824 16.0411 -0.50 0.04 -0.14 -0.17
H 19.8147 -2.8032 14.5345 -2.14 -0.93 0.19 -0.50
H 17.5848 -2.6198 16.4251 0.77 -1.58 0.05 0.25
H 20.7899 -11.7851 11.8312 -0.05 -0.14 0.44 0.34
H 17.0005 -4.7912 15.5859 0.21 -0.32 0.14 0.07
H 19.3422 -9.8163 11.2942 -1.90 -0.13 0.50 0.20
H 17.4917 -6.5238 9.9663 0.74 -1.40 0.64 0.28
H 15.2660 -8.4830 18.4519 -0.21 -0.57 1.50 0.43
H 17.7877 -2.5051 13.7891 1.15 -1.00 0.51 -0.21
H 16.0610 -1.0657 15.7028 0.27 -0.16 -0.78 0.30
H 14.6428 -8.8271 15.7467 0.11 0.17 -0.41 0.21
H 20.0251 -7.9926 11.9263 0.60 0.03 0.83 0.18
H 16.1433 -2.0674 13.5330 -0.04 -0.26 0.16 0.32
H 20.5513 -6.2988 11.7452 -0.85 -0.84 0.24 0.13
H 22.0496 -7.6364 8.0987 -0.33 0.41 -0.66 0.32
H 16.4443 -4.5744 13.2346 0.23 0.41 1.64 0.07
H 22.4542 -5.5429 12.4847 0.33 -0.69 0.21 0.40
H 13.6323 -8.2869 13.5075 1.37 -0.85 1.11 0.35
H 17.9352 -3.6786 11.1475 -0.48 0.22 -0.14 0.20
H 19.6298 -4.7074 12.7676 -0.44 -0.58 0.07 0.66
H 16.6495 -5.3954 11.7641 0.34 -0.12 -0.13 -0.45
H 21.0920 -4.2043 10.7709 -0.92 2.63 -0.87 0.33
H 18.1375 -9.9528 15.0242 -0.39 -0.45 -0.69 0.03
H 15.0379 -7.1624 17.4150 0.14 0.75 -0.10 0.21
H 16.3801 -10.1328 14.8773 0.70 -1.00 -0.46 0.19
H 15.3478 -2.9425 11.8359 -0.38 0.69 -0.11 0.32
H 21.2007 -2.6769 15.6095 -0.32 -0.01 -0.82 0.27
H 21.1273 -9.0582 8.5507 0.48 -1.06 0.14 0.24
H 17.2962 -0.8530 13.6374 0.80 1.24 -0.49 0.52
H 18.1553 -1.6204 11.8039 0.02 -0.24 -0.30 0.14
H 23.0570 -5.8857 10.8058 0.22 -0.86 -0.40 0.23
H 15.3009 -7.2573 12.8260 0.10 0.70 -0.92 0.37
H 18.2476 -6.0704 15.5979 -0.64 -0.39 0.05 0.05
H 17.4769 -10.5091 12.8206 0.05 -0.44 0.00 0.57
H 17.3438 -7.6614 17.7045 0.50 0.23 0.02 0.39
H 15.5678 -7.6528 9.8959 1.43 -1.11 0.40 0.22
H 15.5030 -9.3087 10.3484 1.54 1.29 0.27 0.35
H 17.4607 -11.4895 15.4769 -0.48 0.23 -0.48 0.38
H 21.5401 -11.3531 10.3040 -0.58 0.65 0.49 0.28
H 21.4737 -7.7572 9.7430 -0.27 -0.46 -0.92 -0.04
H 18.9534 -2.7103 17.4190 -0.20 -0.53 -0.10 0.25
H 15.0106 -5.1178 12.2154 0.64 0.47 0.65 0.49
H 19.8750 -11.7940 10.3514 -0.86 -0.04 -0.27 0.33
H 18.7354 -7.0576 11.0780 0.17 0.38 0.20 -0.22
H 19.8636 -1.7989 11.8159 0.67 -0.28 0.18 0.30
H 15.2974 -6.7829 14.4975 0.22 -0.53 0.10 0.27
H 16.3739 -8.0477 13.7983 1.85 -0.83 0.68 -0.13
H 17.2231 -9.2504 17.2599 0.98 -3.48 0.67 0.45
H 19.0342 -1.5870 10.2694 0.06 0.00 0.26 0.33
H 18.9382 -5.1099 14.3746 0.28 0.75 -0.55 -0.47
H 22.9509 -4.2840 11.4694 0.31 0.16 -0.06 0.46
H 20.8869 -1.6330 14.1762 0.81 0.13 -0.26 0.41
H 19.3232 -7.6874 9.0235 0.07 -0.19 0.10 0.49
H 20.9884 -4.4074 13.7728 1.06 0.75 0.23 0.60
```
Positions in Å, forces in eV/Å.

- energy above the lowest of the compared OMol25 structures with the same formula, charge and spin (kJ/mol) = 0.3
- LUMO level (eV) = -0.63
- orbital gap (eV) = 7.98
- charge = 0
- HOMO (Eh) = -0.3166
- E (eV) = -50946.5524

=====

Entry 3:
This record from the OMol25 dataset describes C20H20BF4N2OPPtS2 as an isolated structure. The level of theory is ωB97M-V/def2-TZVPD.

```
52
Properties=species:S:1:pos:R:3:forces:R:3:lowdin_spin:R:1
Pt -0.7650 -0.5716 0.9154 -0.14 0.36 -0.15 1.39
S 1.5242 -1.0434 1.2334 -0.12 0.07 -0.07 0.15
S 0.0989 0.7670 -1.1968 -0.08 -0.24 0.22 0.18
P 1.8044 -0.0316 -0.5104 0.35 -0.04 -0.13 0.02
F -3.3111 -0.4425 4.1242 0.44 -0.01 0.02 0.00
F -1.6237 -1.4308 5.3862 -0.15 0.28 -0.37 0.00
F -1.3266 0.7015 4.5209 -0.28 -0.51 -0.21 0.00
F -1.3646 -1.1487 3.1001 -0.13 -0.06 0.36 0.05
O -2.0949 -2.3218 0.3555 -0.12 0.09 -0.01 0.07
N -4.0819 -1.4204 -0.2477 0.09 0.03 -0.02 0.01
N -2.5109 0.7800 0.8690 0.11 0.23 0.16 0.05
C 5.0963 1.9833 0.8121 -0.04 -0.06 0.00 0.00
C 2.9311 -1.7143 -4.0518 -0.01 0.00 0.04 0.00
C 3.0192 2.4282 -0.9836 0.03 0.03 -0.02 0.01
C -3.3311 -2.3008 0.4378 0.11 -0.02 0.13 0.02
C 2.3269 -0.8992 -3.1045 0.05 -0.01 -0.01 0.00
C -4.0460 2.0526 -0.4222 -0.10 0.07 -0.04 0.00
C -3.1165 2.9762 1.5708 0.03 0.01 0.09 0.00
C 3.0653 1.2473 -0.2512 0.01 -0.05 0.05 0.00
C 2.5310 -1.1431 -1.7489 0.00 -0.05 0.03 0.00
C 3.7321 -2.7753 -3.6479 0.00 0.01 -0.05 0.00
C -3.5119 -0.3363 -1.0325 0.04 -0.02 0.11 0.00
C 4.0128 3.3831 -0.8181 0.01 0.01 -0.01 0.00
C 5.0496 3.1607 0.0775 -0.01 0.02 0.01 0.00
C 3.9321 -3.0228 -2.2970 -0.01 0.01 0.05 0.00
C -4.0704 -3.2687 1.3158 -0.05 -0.01 -0.08 0.00
C 3.3319 -2.2090 -1.3453 0.02 0.01 -0.05 0.00
C -3.9227 3.1174 0.4611 -0.10 0.06 -0.07 0.00
C -3.3342 0.8951 -0.1856 0.00 -0.07 0.20 0.01
C -2.4196 1.7906 1.7444 -0.13 -0.13 -0.19 0.01
C 4.1048 1.0252 0.6511 0.01 0.09 -0.09 0.00
B -1.9251 -0.5708 4.3436 0.02 0.14 0.02 0.00
H -1.7846 1.6342 2.6043 0.08 -0.06 0.08 0.00
H 2.2004 2.6015 -1.6719 0.02 0.02 0.02 0.01
H 5.8178 3.9130 0.2121 -0.03 -0.04 -0.01 0.00
H -4.8339 -3.8055 0.7488 0.02 0.04 0.06 0.00
H 4.1967 -3.4152 -4.3905 -0.03 0.05 0.06 0.00
H -3.0155 3.7640 2.3048 0.01 -0.04 -0.03 0.00
H 2.7722 -1.5274 -5.1068 -0.01 0.01 0.04 0.00
H -4.7025 2.1130 -1.2820 0.04 0.00 0.04 0.00
H 4.1313 0.1134 1.2338 0.00 -0.01 0.03 0.00
H 4.5510 -3.8551 -1.9828 -0.04 0.05 -0.01 0.00
H 5.9026 1.8133 1.5156 -0.05 0.00 -0.02 0.00
H -4.5499 -2.7135 2.1261 0.04 -0.01 -0.02 0.00
H 1.6874 -0.0794 -3.4116 0.02 -0.05 0.00 0.00
H -3.3642 -3.9693 1.7475 0.03 0.00 -0.01 0.00
H -2.5541 -0.6642 -1.4253 0.13 -0.09 -0.05 0.00
H -4.4729 4.0349 0.2885 0.03 -0.04 0.01 0.00
H -4.1703 -0.1236 -1.8683 -0.07 0.02 -0.09 0.00
H 3.4730 -2.4100 -0.2896 -0.01 -0.01 -0.04 0.00
H -5.0663 -1.3864 -0.0424 -0.03 -0.02 0.02 0.00
H 3.9775 4.3053 -1.3857 -0.02 -0.04 0.02 0.00
```
Positions in Å, forces in eV/Å.

- LUMO level (alpha / beta) (eV) = -0.07 / -1.22
- multiplicity = 3
- orbital gap (alpha / beta) (eV) = 7.57 / 7.67
- ⟨S²⟩ = 2.007
- charge = 0
- HOMO (alpha / beta) (Eh) = -0.2808 / -0.3268
- E (eV) = -71852.5310

=====

Entry 4:
This record from the OMol25 dataset describes C14H42N4O7 as an isolated structure at a distorted geometry. The level of theory is ωB97M-V/def2-TZVPD.

```
67
Properties=species:S:1:pos:R:3:forces:R:3:mulliken_charge:R:1
O 0.4139 1.0649 -0.1995 -0.76 -4.36 -9.80 -0.59
O 4.5597 1.1147 -0.1989 -0.04 0.50 4.27 -0.63
O 0.4949 3.9585 0.3637 -0.40 1.91 0.22 -0.72
O 2.6757 -0.8965 -5.2824 0.31 -0.76 -0.53 -0.58
O -2.8106 1.7946 3.8767 -0.45 0.32 0.33 -0.62
O -0.3757 -3.9418 2.6780 0.89 -1.13 0.15 -0.60
O -5.1358 -1.3582 -2.1840 -0.47 0.25 -0.51 -0.53
N 0.5193 2.1723 1.5175 1.26 -0.09 6.63 -0.49
N 3.9234 0.6193 -2.1705 -5.81 -2.22 -5.17 -0.21
N 0.3627 4.0364 2.6499 -0.11 3.14 1.58 -0.39
N 5.9411 1.2579 -1.9949 2.01 0.82 0.26 -0.42
C -0.5099 -0.8937 0.5042 0.50 0.21 -4.21 -1.75
C -0.0693 -0.1249 -0.7743 1.25 -1.63 1.41 1.01
C -3.7678 -1.4771 -1.8664 -0.05 -0.39 0.64 -0.60
C -2.7717 1.9757 1.5417 -0.33 -1.17 0.46 -1.47
C 1.3878 -2.1291 -3.6479 1.34 -4.12 -3.28 -0.96
C -3.5153 -0.9812 -0.4459 0.29 0.31 -0.39 -0.53
C 0.4785 3.4558 1.4845 0.43 0.71 -2.73 0.27
C 1.1013 -0.8051 -1.5312 -0.98 1.94 2.47 -2.53
C 0.2789 -1.5105 2.8682 0.74 -4.78 1.25 -1.70
C 4.7656 1.0183 -1.3550 4.88 1.47 1.17 0.56
C 2.1117 -0.8602 -3.9993 -0.99 1.22 0.25 -0.13
C -1.1990 0.3792 2.8158 -3.90 3.91 0.33 0.68
C -1.9316 1.7274 2.7673 0.09 0.76 0.48 0.88
C -0.7108 -2.6337 2.3197 -0.47 0.54 1.53 -0.11
H 1.5868 -0.1055 -2.2117 -0.99 0.20 0.79 -0.27
H -3.4062 2.8607 1.5899 0.57 0.28 0.07 0.45
H 0.6154 1.7131 0.6231 8.52 3.53 3.45 2.52
H -2.4465 -0.9498 -0.2344 -1.00 -0.43 -0.57 0.50
H 0.2289 5.0281 2.5133 0.09 0.06 1.05 0.26
H 4.1310 0.6798 -3.1571 -0.53 -0.18 0.33 0.09
H 0.7476 1.7203 2.3914 0.26 0.21 -0.33 0.10
H 1.9533 -2.9649 -4.0599 0.67 -0.16 -0.15 0.48
H -3.1437 -0.9573 -2.5933 0.08 0.26 0.02 0.32
H 2.7738 -0.0105 -5.6388 -0.13 0.05 0.13 0.35
H -1.5279 -0.5775 0.7320 1.03 -0.43 0.18 0.23
H -1.7007 -2.5261 2.7631 -0.27 1.00 0.31 0.43
H -1.2046 -4.3944 2.8506 0.23 -0.21 0.02 0.37
H -1.1026 -0.0036 3.8318 -0.31 1.06 0.53 0.64
H -1.2200 2.5520 2.7255 -0.28 -0.28 0.95 -0.49
H 6.7559 1.4219 -1.4211 -0.13 0.06 -0.45 0.25
H -0.9123 0.0135 -1.4513 -0.07 0.41 -0.07 0.39
H 1.8706 -1.1371 -0.8340 0.09 0.01 0.38 0.82
H -0.2459 -0.5553 2.8468 3.29 -4.44 0.74 0.47
H -3.8560 0.0483 -0.3353 -0.13 0.07 -0.22 0.21
H 3.0158 0.3568 -1.8135 0.34 0.47 -0.12 0.31
H 0.9190 -1.6542 -2.1900 -2.23 3.71 3.46 0.29
H 1.2318 -2.4319 -2.6125 1.42 -2.66 -2.83 0.45
H -3.5377 -2.5348 -1.9948 0.21 -0.11 0.28 0.31
H -5.2379 -0.5677 -2.7190 -0.24 0.01 0.05 0.31
H -0.1414 1.4461 0.4845 -7.13 -2.21 -1.19 -2.04
H -2.0836 1.9692 0.6964 -0.58 0.04 -0.42 0.23
H -0.4713 -1.9485 0.2323 -0.11 0.91 -1.16 0.67
H -1.8310 -0.3737 2.3447 0.06 0.30 0.27 0.19
H 0.1293 -0.8311 1.3849 0.07 0.60 -2.47 -0.03
H -0.2216 0.4048 2.3340 -1.70 2.06 -0.26 -0.20
H 0.4844 -2.3157 -4.2285 -0.47 0.73 0.28 0.31
H 2.8315 -0.5230 -3.2534 -0.20 -1.22 -0.83 0.32
H -0.8947 -2.5156 1.2519 0.04 -1.41 1.87 0.18
H -4.0178 -1.5434 0.3412 -0.07 -0.31 -0.23 0.41
H 1.2319 -1.5489 2.3406 0.15 -0.04 -0.11 0.38
H 0.3840 3.5516 3.5357 -0.01 0.53 -0.34 0.23
H 6.0065 1.1231 -2.9938 0.46 0.05 0.52 0.14
H -2.3033 1.8284 4.6910 0.05 -0.03 0.05 0.40
H 0.5622 -1.7319 3.8971 -0.29 -0.21 0.37 0.45
H -3.4784 1.1463 1.5711 -0.09 -0.20 -0.79 0.30
H 1.3082 -0.1244 -3.9678 0.09 0.62 -0.35 0.41
```
Positions in Å, forces in eV/Å.

- energy above the lowest of the compared OMol25 structures with the same formula, charge and spin (kJ/mol) = 1745.4
- LUMO level (eV) = 0.30
- orbital gap (eV) = 9.52
- charge = 0
- HOMO (Eh) = -0.3387
- E (eV) = -35475.7800